Entry 1:
Density functional theory data (ωB97M-V with the def2-TZVPD basis set) for C53H51CaN6P2S2SeTe as an isolated structure.

```
117
Properties=species:S:1:pos:R:3:lowdin_charge:R:1
Ca 0.4889 -1.0945 0.1070 0.60
C -2.2896 2.6829 -0.7395 -0.34
N -1.3127 3.2926 0.1597 -0.20
C -0.0045 3.5079 -0.4276 -0.30
P 1.0424 1.9656 -0.7067 1.04
C 1.7669 2.3370 -2.3407 -0.39
C 1.8539 1.2994 -3.2650 -0.12
C 2.4051 1.5243 -4.5210 -0.08
C 2.8679 2.7844 -4.8641 -0.10
C 2.7746 3.8304 -3.9523 -0.09
C 2.2263 3.6064 -2.6998 -0.12
C 2.4083 2.3699 0.4581 -0.42
C 3.6926 2.7806 0.1175 -0.13
C 4.6385 3.0280 1.1037 -0.09
C 4.3161 2.8658 2.4425 -0.09
C 3.0423 2.4400 2.7948 -0.08
C 2.1013 2.1892 1.8093 -0.12
C -1.7443 4.3220 1.0290 -0.25
C -1.0853 4.4840 2.2504 -0.02
C -1.4725 5.4700 3.1401 -0.09
C -2.5333 6.3153 2.8372 -0.11
C -3.1888 6.1649 1.6257 -0.10
C -2.7988 5.1822 0.7252 -0.03
P -2.2565 0.8067 -0.5160 0.89
C -3.7680 0.4838 -1.4958 -0.42
C -3.6949 0.7169 -2.8709 -0.14
C -4.7783 0.4535 -3.6954 -0.10
C -5.9573 -0.0432 -3.1560 -0.12
C -6.0345 -0.2902 -1.7930 -0.10
C -4.9448 -0.0401 -0.9724 -0.11
C -2.9174 0.8568 1.2245 -0.36
C -2.3642 0.0062 2.1789 -0.12
C -2.8024 0.0078 3.4975 -0.08
C -3.8202 0.8641 3.8884 -0.10
C -4.3950 1.7115 2.9503 -0.09
C -3.9495 1.7009 1.6367 -0.11
H -2.0526 2.9226 -1.7852 0.09
H -3.2832 3.0744 -0.5428 0.06
H 0.5654 4.1666 0.2249 0.09
H -0.1027 3.9984 -1.4089 0.09
H 1.4632 0.3190 -3.0104 0.02
H 2.4565 0.7091 -5.2318 0.10
H 3.2939 2.9586 -5.8448 0.10
H 3.1296 4.8185 -4.2180 0.10
H 2.1673 4.4250 -1.9913 0.11
H 3.9672 2.8897 -0.9242 0.09
H 5.6383 3.3352 0.8214 0.09
H 5.0562 3.0600 3.2086 0.10
H 2.7858 2.2819 3.8349 0.10
H 1.1180 1.8236 2.0938 0.09
H -0.2729 3.8104 2.4950 0.10
H -0.9549 5.5645 4.0868 0.10
H -2.8451 7.0777 3.5395 0.09
H -4.0078 6.8253 1.3671 0.10
H -3.3116 5.0921 -0.2231 0.11
H -2.7729 1.0859 -3.3041 0.08
H -4.6900 0.6125 -4.7635 0.09
H -6.8036 -0.2574 -3.7984 0.09
H -6.9350 -0.7125 -1.3652 0.10
H -5.0079 -0.2820 0.0798 0.10
H -1.5864 -0.6936 1.8995 0.02
H -2.3456 -0.6727 4.2062 0.10
H -4.1668 0.8714 4.9150 0.09
H -5.1961 2.3818 3.2388 0.10
H -4.4374 2.3545 0.9240 0.10
S 1.3493 -3.5285 4.2035 0.96
C 1.0547 -1.9599 4.8021 -0.46
C 0.8982 -1.0636 3.7862 -0.27
C 1.0169 -1.5908 2.4572 -0.26
C 1.2524 -2.9468 2.5529 -0.54
C 1.3244 -3.9393 1.4654 -0.30
C 1.5063 -5.3048 1.7326 -0.05
C 1.4761 -6.2162 0.6997 -0.08
C 1.2417 -5.7699 -0.5941 -0.07
C 1.0829 -4.4119 -0.7865 -0.22
N 1.1545 -3.5155 0.2005 -0.01
H 1.0091 -1.7818 5.8662 0.05
H 0.6858 -0.0189 3.9919 0.08
H 1.6564 -5.6400 2.7495 0.07
H 1.6150 -7.2712 0.9046 0.10
H 1.1654 -6.4489 -1.4321 0.10
H 0.8506 -3.9975 -1.7661 0.01
Te -0.8542 -1.8417 -2.7913 -0.01
N 3.8604 -2.9849 -1.4405 0.12
C 4.4530 -1.8447 -1.0513 -0.82
S 3.5773 -0.4925 -0.6375 0.74
N 5.8173 -1.9379 -0.9917 0.05
C 6.7823 -0.9481 -0.7158 -0.24
C 6.6168 0.3984 -1.0244 -0.05
C 7.6447 1.2892 -0.7528 -0.09
C 8.8367 0.8642 -0.1861 -0.10
C 9.0043 -0.4823 0.1028 -0.10
C 7.9856 -1.3815 -0.1614 -0.04
H 2.8583 -2.9810 -1.5443 0.05
H 4.3765 -3.7296 -1.8770 0.11
H 6.1749 -2.8789 -0.9431 0.13
H 5.6951 0.7443 -1.4639 0.06
H 7.5054 2.3343 -1.0002 0.10
H 9.6263 1.5725 0.0274 0.10
H 9.9273 -0.8377 0.5426 0.10
H 8.1168 -2.4318 0.0754 0.11
C -5.0740 -4.1848 -3.1797 -0.04
N -5.1062 -4.5757 -1.7858 -0.18
C -5.1453 -5.8774 -1.3204 -0.09
C -5.0775 -5.7941 0.0251 -0.09
N -5.0048 -4.4460 0.3224 -0.18
C -4.7576 -3.8992 1.6395 -0.06
C -5.0233 -3.6590 -0.7873 -0.08
Se -1.9996 -2.2484 -0.5302 -0.27
H -5.8895 -4.6555 -3.7330 0.08
H -4.1186 -4.4532 -3.6325 0.09
H -5.1762 -3.1031 -3.2123 0.07
H -5.2135 -6.7355 -1.9670 0.10
H -5.0533 -6.5665 0.7749 0.10
H -5.2888 -4.4796 2.3955 0.08
H -5.1089 -2.8707 1.6489 0.08
H -3.6881 -3.8991 1.8577 0.07
```

Summary:
* 2S+1: 1
* HOMO level: -2.8 eV
* total charge: -1
* Kohn-Sham gap: 4.8 eV
* largest force on an atom: 0.019 hartree/bohr



Entry 2:
Density functional theory data (ωB97M-V with the def2-TZVPD basis set) for C23H25BiO as an isolated structure in a non-equilibrium geometry.

```
50
Properties=species:S:1:pos:R:3:nbo_charge:R:1
Bi -0.2241 -0.1105 -0.1260 1.82
C -0.2662 1.8079 1.9604 -0.35
C -1.5703 1.2209 1.7154 -0.47
C -1.6731 0.0764 2.5881 -0.33
H -2.3699 1.6509 1.1276 0.23
C -0.4580 -0.0750 3.2943 -0.34
C 0.4243 1.0004 2.9010 -0.32
H 1.4064 1.1770 3.3038 0.20
H 0.0954 2.7415 1.5112 0.23
H -2.5893 -0.5196 2.7377 0.19
H -0.2434 -0.8144 4.0485 0.19
C 2.3728 -0.6489 -1.0976 -0.41
C 2.9446 -0.2385 0.1501 -0.34
C 2.8162 -1.2980 1.0788 -0.32
H 3.4417 0.7233 0.3330 0.20
C 2.1687 -2.3969 0.4273 -0.36
C 1.8800 -2.0024 -0.9220 -0.38
H 1.4480 -2.6316 -1.6937 0.20
H 2.3594 -0.0882 -2.0236 0.22
H 3.1961 -1.3158 2.0969 0.19
H 2.0008 -3.3827 0.8476 0.19
O -1.7331 -1.3191 -0.6653 -1.01
C -1.9485 -4.1894 0.6042 0.11
C -3.1659 -3.4393 -0.0236 -0.48
C -1.5179 -3.6197 1.9200 -0.69
C -0.9567 -4.6370 -0.4209 -0.69
C -3.0077 -1.9485 -0.6603 -0.02
H -3.9807 -3.4042 0.7178 0.18
H -3.5962 -4.0965 -0.8025 0.18
H -3.2869 -2.0136 -1.7164 0.15
H -3.7333 -1.2942 -0.1605 0.15
H -1.6599 -4.4833 2.5958 0.20
H -2.1078 -2.7641 2.3159 0.23
H -0.4498 -3.2895 1.9972 0.24
H -1.1522 -5.7235 -0.4763 0.19
H 0.1155 -4.4776 -0.1429 0.23
H -1.0457 -4.2199 -1.4551 0.22
C -0.5724 1.3844 -1.6480 -0.77
C 0.0565 2.4702 -1.8270 -0.03
C 0.7142 3.6938 -2.0689 -0.26
C 2.0472 3.7156 -2.5144 -0.22
C 2.7410 4.9115 -2.6192 -0.24
C 2.0923 6.1353 -2.2874 -0.39
C 0.7426 6.1084 -1.9019 -0.24
C 0.0547 4.9166 -1.7957 -0.24
H 2.5413 2.7657 -2.7677 0.20
H 3.7746 4.9295 -2.9480 0.18
H 2.6384 7.0618 -2.3421 0.17
H 0.2315 7.0585 -1.6773 0.18
H -0.9954 4.8925 -1.4885 0.19
```

Summary:
* 2S+1: 1
* HOMO level (alpha / beta): -1.5 / 1.8 eV
* total charge: -2
* Kohn-Sham gap (alpha / beta): 6.6 / 3.3 eV
* largest force on an atom: 0.081 hartree/bohr



> 2S+1 of number 1 (C53H51CaN6P2S2SeTe)?

1



> What is the largest force on an atom in the first record?

0.019 hartree/bohr



> What is the largest force on an atom in the first record?

0.019 hartree/bohr